# C7H14N3

The ion C7H14N3 with charge +1 (ωB97M-V/def2-TZVPD, the Open Molecules 2025 dataset).

Structure (XYZ):
```
24
Properties=species:S:1:pos:R:3:nbo_charge:R:1
C 1.5825 -0.5564 -0.5435 -0.117
C 2.1039 -1.1870 0.4851 -0.093
C -0.0201 2.2370 -1.5694 -0.418
C -1.2661 2.0141 -0.7700 -0.417
C 0.0012 1.3887 -0.3266 -0.242
C 0.1606 -0.2757 -0.4105 0.222
C -1.2308 -0.7961 1.7289 -0.452
N -0.1250 -1.0117 0.8000 -0.290
N -0.5124 -0.7725 -1.5515 -0.836
N 1.0638 -1.4858 1.4841 -0.377
H 1.9429 -0.2564 -1.5196 0.275
H 3.0413 -1.7757 0.6678 0.257
H -0.0734 1.7459 -2.5298 0.241
H 0.5255 3.2154 -1.5434 0.242
H -1.6936 2.7941 -0.1942 0.230
H -1.9939 1.3284 -1.1573 0.216
H 0.4805 1.7733 0.5438 0.218
H -2.1664 -1.4824 1.3392 0.232
H -0.9241 -1.0879 2.7435 0.216
H -1.5849 0.3203 1.7840 0.237
H -0.1570 -1.5599 -2.0443 0.389
H -1.5116 -0.9473 -1.3524 0.384
H 1.0205 -2.5867 1.5396 0.446
H 1.3369 -1.0358 2.3966 0.434
```

Calculated total energy, eV: -11945.9735
SMILES: CN1[NH2+]C=C[C@]1(N)C1CC1
HOMO energy, eV: -13.35
Frontier orbital gap, Ha: 0.36280
Net charge: +1
Multiplicity: 1

=====

# C7H14N3O3S

A cluster of 2 separate species, C7H14N3O3S in total (ωB97M-V/def2-TZVPD, the Open Molecules 2025 dataset).

Structure (XYZ):
```
28
Properties=species:S:1:pos:R:3:nbo_charge:R:1
C -2.6577 -0.1238 -1.0638 0.380
C -2.2552 -0.9464 1.0411 -0.321
C 2.8558 0.7032 -0.2821 -0.052
C 2.7201 -0.0090 1.0031 0.225
C -1.5824 -1.7906 0.0233 0.008
C 3.8242 0.5306 -1.4100 -0.626
C -3.2389 1.4773 0.7170 -0.410
N -2.7596 0.1639 0.1868 -0.279
N 1.8695 -0.5140 -0.0289 -0.690
N -2.0661 -1.3516 -1.1720 -0.545
O -0.0960 0.7925 -1.0950 -0.938
O 0.0258 0.6182 1.3553 -0.971
O 3.7236 -0.8473 1.4018 -0.662
S 0.2750 -0.0177 0.0093 1.943
H -3.2155 0.4642 -1.8556 0.278
H -3.1391 -1.4494 1.4876 0.250
H -1.5399 -0.4420 1.6962 0.321
H 2.3494 1.5894 -0.3420 0.205
H 2.2013 0.5207 1.8433 0.231
H -1.4213 -2.8881 0.2647 0.286
H 3.1894 0.6567 -2.3983 0.242
H 4.3095 -0.3681 -1.3272 0.213
H 4.6932 1.2958 -1.2921 0.249
H -3.8448 1.2021 1.6497 0.238
H -2.2773 2.0546 0.8850 0.265
H -3.8541 1.9884 0.0803 0.226
H -1.9632 -1.8699 -2.0417 0.457
H 3.8745 -1.4398 0.6640 0.477
```

Calculated total energy, eV: -28923.1536
HOMO energy (alpha / beta), eV: -12.31 / -12.32
Frontier orbital gap (alpha / beta), Ha: 0.27774 / 0.27786
Net charge: +1
Multiplicity: 1

=====

# C7H14N4

The molecule C7H14N4 (ωB97M-V/def2-TZVPD, the Open Molecules 2025 dataset).

Structure (XYZ):
```
25
Properties=species:S:1:pos:R:3:nbo_charge:R:1
C 0.5303 -0.9572 -0.6070 0.351
C 0.9775 1.4031 -1.6176 -0.638
C 3.0233 -0.0133 -0.9121 -0.624
C -1.2897 -0.4518 2.5403 -0.591
C -2.5515 0.5629 0.3863 -0.631
C 1.5749 0.4091 -0.6260 -0.188
C -1.3182 0.0906 1.0262 -0.008
N 0.4415 -1.9397 -1.4162 -0.352
N -0.7437 -2.5605 -1.1407 -0.066
N -1.3444 -1.9391 -0.2665 -0.065
N -0.6211 -0.9207 0.1541 -0.228
H 0.7771 0.6224 -2.4819 0.241
H 1.6859 2.2280 -1.8980 0.221
H 0.1639 1.8586 -1.0399 0.212
H 3.0034 -0.7812 -1.6469 0.234
H 3.4563 -0.4780 -0.0217 0.214
H 3.5913 0.9791 -1.0109 0.214
H -1.8209 -1.4744 2.6788 0.221
H -1.6719 0.3750 3.0640 0.207
H -0.3676 -0.6488 2.8466 0.204
H -3.1679 -0.2984 0.0419 0.242
H -2.2050 1.0814 -0.5407 0.218
H -3.1130 1.1961 0.9869 0.223
H 1.5524 0.7764 0.4133 0.194
H -0.5630 0.8806 1.0879 0.196
```

Calculated total energy, eV: -13443.6165
SMILES: CC(C)c1nnnn1C(C)C
HOMO energy, eV: -10.28
Frontier orbital gap, Ha: 0.40299
Multiplicity: 1

=====

# C7H14NO3

A cluster of 2 separate species, C7H14NO3 in total (ωB97M-V/def2-TZVPD, the Open Molecules 2025 dataset).

Structure (XYZ):
```
25
Properties=species:S:1:pos:R:3:nbo_charge:R:1
C -0.4003 2.9922 -1.7410 -0.766
C -0.1313 2.8167 -0.1611 0.785
O -0.9989 2.1650 0.4535 -0.817
O 0.8115 3.5001 0.2632 -0.781
H 0.2472 3.7824 -2.1070 0.201
H -1.4808 3.0097 -1.9249 0.203
H -0.1198 2.0884 -2.2745 0.188
C 1.2911 -1.5306 1.1262 -0.248
C 2.2290 -0.6670 0.2659 -0.642
C 0.7794 -2.9258 -0.8412 -0.419
C -1.6360 -0.6583 1.1668 -0.743
C -0.9500 -1.4353 0.0629 0.696
O -1.6102 -1.9434 -0.8264 -0.628
N 0.2475 -2.2177 0.3310 -0.453
H 1.6850 -2.2209 1.9642 0.192
H 0.8646 -0.7088 1.7308 0.226
H 2.9667 -1.3971 -0.2464 0.176
H 2.7856 0.0303 0.8601 0.224
H 1.3351 -3.6866 -0.3141 0.184
H -1.9403 0.4390 1.1651 0.326
H 1.8357 -0.0214 -0.5773 0.244
H -0.0125 -3.3435 -1.4127 0.237
H 1.4375 -2.2543 -1.3536 0.188
H -2.5450 -1.1906 1.3985 0.220
H -1.0595 -0.6590 2.0980 0.207
```

Calculated total energy, eV: -15118.8574
HOMO energy, eV: -4.18
Frontier orbital gap, Ha: 0.27867
Net charge: -1
Multiplicity: 1

=====

# C7H14NS

The ion C7H14NS with charge +1 (ωB97M-V/def2-TZVPD, the Open Molecules 2025 dataset).

Structure (XYZ):
```
23
Properties=species:S:1:pos:R:3:nbo_charge:R:1
C -0.8902 -1.2794 0.0092 -0.338
C 0.3820 -1.3741 -0.3671 -0.217
C 2.3675 0.6649 0.5575 -0.462
C -1.8269 -0.1287 0.0183 0.396
C 3.5861 -0.0401 1.0579 -0.629
C -2.8070 -0.2901 1.1097 -0.705
C -1.2141 1.0153 -2.1021 -0.470
N -2.0120 0.7618 -0.9378 -0.428
S 1.6428 -0.2141 -0.9087 0.228
H -1.2881 -2.1572 0.6460 0.265
H 0.7055 -2.4476 -0.5999 0.243
H 1.5743 0.7791 1.2417 0.222
H 4.0120 0.7103 1.7487 0.231
H 4.4815 -0.2518 0.2917 0.237
H 3.4319 -0.9049 1.5981 0.219
H -3.1701 -1.4266 1.2726 0.287
H -3.6729 0.4362 1.0715 0.248
H -2.3021 -0.1976 2.1237 0.280
H -1.2675 0.2824 -2.9287 0.246
H -1.5277 1.9484 -2.4790 0.231
H -0.0569 1.0899 -1.7600 0.245
H -2.8000 1.3947 -0.8001 0.429
H 2.6520 1.6290 0.1366 0.240
```

Calculated total energy, eV: -19802.6054
HOMO energy, eV: -12.57
Frontier orbital gap, Ha: 0.28437
Net charge: +1
Multiplicity: 1

=====

# C7H14O

A cluster of 2 separate species, C7H14O in total (ωB97M-V/def2-TZVPD, the Open Molecules 2025 dataset).

Structure (XYZ):
```
22
Properties=species:S:1:pos:R:3:nbo_charge:R:1
C 0.9730 -1.4652 1.2215 -0.654
C 0.7338 0.0326 1.1563 -0.005
C 0.7803 0.7473 2.2930 -0.408
C 0.3231 -0.0979 -1.2616 -0.180
C 0.3266 0.6448 -0.1483 -0.030
C -0.1520 2.0878 -0.0706 -0.654
C -0.0692 0.3531 -2.6599 -0.649
H 1.7036 -1.7744 0.4743 0.217
H 1.3688 -1.7274 2.2033 0.218
H 0.0525 -2.0427 1.1246 0.225
H 0.4143 1.7607 2.3328 0.201
H 0.9412 0.1710 3.1948 0.198
H 0.4960 -1.1671 -1.1675 0.200
H 0.7280 2.7117 0.1286 0.224
H -0.4361 2.4608 -1.0507 0.219
H -0.8941 2.1449 0.7134 0.223
H 0.8026 0.6402 -3.2398 0.224
H -0.6779 -0.4261 -3.1104 0.225
H -0.7161 1.2234 -2.5350 0.209
H -2.6398 -1.5836 0.5356 0.464
H -1.4150 -1.3205 -0.2640 0.473
O -2.2003 -1.8805 -0.2607 -0.939
```

Calculated total energy, eV: -9532.4418
SMILES: C=C(C)/C(C)=C/C.O
HOMO energy, eV: -8.79
Frontier orbital gap, Ha: 0.35351
Multiplicity: 1

=====

# C7H14O

The molecule C7H14O (ωB97M-V/def2-TZVPD, the Open Molecules 2025 dataset).

Structure (XYZ):
```
22
Properties=species:S:1:pos:R:3:nbo_charge:R:1
C 1.3612 0.3618 -0.0491 -0.227
C -2.5207 -0.9483 0.2306 -0.080
C -0.8491 1.1235 -1.3545 -0.672
C 1.7631 0.4362 1.4205 -0.610
C 2.1370 -0.7262 -0.7809 -0.607
C -0.2990 0.2217 -0.2959 0.070
C -0.9082 -0.6764 0.4480 -0.274
O -3.3082 0.0627 0.8229 -0.727
H -2.7330 0.6160 1.3737 0.474
H 1.6199 1.3275 -0.4992 0.191
H -2.7494 -1.9088 0.7007 0.162
H -2.7702 -1.0279 -0.8294 0.168
H -0.4669 -1.3254 1.1921 0.209
H -0.4648 2.1394 -1.2162 0.221
H -0.5575 0.7756 -2.3493 0.225
H -1.9395 1.1908 -1.3118 0.231
H 1.1690 1.1848 1.9552 0.212
H 1.8770 -0.7655 -1.8436 0.209
H 2.8162 0.7308 1.5200 0.211
H 1.6535 -0.5277 1.9288 0.201
H 1.9514 -1.7150 -0.3453 0.204
H 3.2183 -0.5495 -0.7172 0.208
```

Calculated total energy, eV: -9532.3287
SMILES: C/C(=C\CO)C(C)C
HOMO energy, eV: -9.52
Frontier orbital gap, Ha: 0.38388
Multiplicity: 1

=====

# C7H14O

A cluster of 2 separate species, C7H14O in total (ωB97M-V/def2-TZVPD, the Open Molecules 2025 dataset).

Structure (XYZ):
```
22
Properties=species:S:1:pos:R:3:nbo_charge:R:1
C -0.0165 -3.2861 1.3324 -0.595
C 0.5866 -1.8945 1.5611 -0.435
C 0.1103 -0.8649 0.5898 -0.160
C -1.0168 -0.1822 0.7429 -0.232
C -1.4801 0.8984 -0.1375 -0.232
C -0.6785 1.8122 -0.6611 -0.156
C -1.2449 2.9595 -1.4813 -0.639
H -1.0867 -3.2507 1.5170 0.200
H 0.0086 -3.5977 0.2933 0.206
H 0.4406 -4.0105 2.0095 0.205
H 1.6720 -1.9696 1.4537 0.202
H 0.4017 -1.6173 2.6008 0.203
H 0.7832 -0.6588 -0.2339 0.215
H -1.6410 -0.4674 1.5975 0.194
H -2.5262 1.0027 -0.3974 0.200
H 0.3939 1.9254 -0.6192 0.195
H -0.7802 3.9116 -1.2236 0.208
H -2.3185 3.0813 -1.3477 0.206
H -1.0559 2.7347 -2.5320 0.210
H 2.5740 1.4337 -1.7360 0.470
H 3.6366 0.4091 -1.3366 0.472
O 2.6904 0.5720 -1.3264 -0.938
```

Calculated total energy, eV: -9532.2140
SMILES: C/C=C/C=C/CC.O
HOMO energy, eV: -8.30
Frontier orbital gap, Ha: 0.32940
Multiplicity: 1

=====

One value per record, in order, for energy above the lowest of the compared OMol25 structures with the same formula, charge and spin: 114.1, 69.4, 53.7, 35.5, 31.4, 30.6, 33.2, 35.8 kcal per mole.
One value per record, in order, for M: 140.21, 220.27, 154.22, 160.19, 144.26, 114.19, 114.19, 114.19 g/mol.